Molecular formula: C10H10N2O2
Method: DFT, ωB97M-V/def2-TZVPD

Geometry as XYZ:
```
24
Properties=species:S:1:pos:R:3:forces:R:3:mulliken_charge:R:1
C 3.0866 1.3285 0.2279 -4.05 -1.74 -1.11 -0.2441
C 1.9370 1.9128 -0.2964 1.43 -1.13 0.61 -0.9375
C 3.1498 -0.0725 0.4133 0.51 -2.11 -0.26 -0.5559
C 1.7415 -2.2697 0.1074 -2.40 0.76 -0.19 -0.5641
C 2.0588 -0.8375 0.0254 0.53 -0.02 1.20 0.7004
C 0.8145 1.1047 -0.6704 -1.15 0.59 -1.54 0.6762
C -0.1596 -1.2285 -0.3712 -2.74 0.73 0.60 0.1304
C -1.5666 -1.1623 -0.3412 2.58 -1.74 -1.14 -0.3316
C -2.3934 0.7890 0.9948 -4.66 -2.31 -0.53 -1.2691
C -2.3320 0.0707 -0.3455 -0.39 1.52 -1.61 0.6005
N 0.4411 -2.3901 -0.0866 2.26 -3.13 0.05 -0.5947
N 0.8528 -0.2429 -0.3226 0.68 0.71 0.08 0.2369
O -0.1070 1.5460 -1.3745 0.55 -0.32 0.80 -0.6527
O -3.6339 -0.1591 -0.8134 -1.93 -0.28 -0.81 -0.5994
H 3.9344 1.7662 0.5125 3.01 2.62 0.80 0.5433
H 1.7959 2.9253 -0.6199 0.37 0.44 0.28 0.4146
H 4.0974 -0.6172 0.8046 -1.84 1.18 -0.84 0.2536
H 2.3498 -3.1480 0.3370 -0.04 0.63 -0.04 0.3968
H -2.1754 -2.1641 -0.4501 1.67 2.00 0.55 0.2152
H -1.6698 1.3978 1.2934 3.52 2.40 0.82 0.4031
H -3.3006 1.3824 0.8051 0.34 0.30 0.47 0.3447
H -2.6837 0.1345 1.8530 0.40 0.08 -0.73 0.2842
H -2.0487 0.8099 -1.2084 0.58 -1.26 2.02 0.2350
H -4.1890 -0.8757 -0.4741 0.77 0.06 0.53 0.3142
```
Forces are in eV/Å.

E_tot = -646.96298 hartree
Max |F| = 5.22 eV/A
Energy relative to the best compared isomer or geometry (same formula, charge and spin) = 3.782 eV
SMILES string = C[C@H](O)/C=c1/ncc2cccc(=O)n12
Kohn-Sham gap (alpha / beta) = 6.87 / 6.87 eV
LUMO (alpha / beta) = -1.136 / -1.132 eV